ORCA calculation (the ωB97M-V functional and the def2-TZVPD basis) on a cluster of 13 separate species, C61H160N14O19 in total in a non-equilibrium geometry.

The calculation puts the energy above the lowest of the compared OMol25 structures with the same formula, charge and spin at 2.2 kcal per mole. The value obtained for the HOMO energy is -7.702 eV. For the largest force on an atom, the calculation gives 7.48 eV/Å. For the total energy, the calculation gives -4615.72623 Ha.

```
! RIJCOSX wB97M-V def2-TZVPD def2/J DEFGRID3
* xyz 0 1
C 1.031 0.383 0.337
O 1.302 0.398 1.466
N 1.737 0.792 -0.640
N 0.024 -0.289 -0.121
H 2.369 1.532 -0.370
H 1.581 0.441 -1.575
H -0.525 -0.782 0.569
H -0.174 -0.222 -1.109
C 8.258 2.397 -4.930
O 7.521 3.049 -3.791
C 8.323 3.693 -2.861
C 9.258 2.795 -1.857
N 8.594 1.554 -1.314
C 7.559 2.037 -0.349
C 6.809 0.926 0.438
O 5.523 1.447 0.727
C 4.887 0.716 1.747
H 8.860 1.551 -4.599
H 8.919 3.129 -5.394
H 7.505 2.099 -5.658
H 7.618 4.354 -2.356
H 9.012 4.419 -3.292
H 9.697 3.495 -1.146
H 10.097 2.422 -2.445
H 7.955 1.169 -1.996
H 6.759 2.576 -0.855
H 8.079 2.674 0.366
H 7.405 0.761 1.335
H 6.619 0.070 -0.210
H 5.385 0.818 2.712
H 4.887 -0.365 1.609
H 3.843 1.004 1.874
C -3.265 3.909 5.860
O -3.129 2.520 5.653
C -1.850 2.112 5.283
C -1.297 2.801 4.009
N -2.305 2.854 2.973
C -2.138 1.673 2.118
C -3.307 1.458 1.084
O -4.415 0.940 1.791
C -5.539 0.979 0.944
H -2.384 4.380 6.297
H -4.004 4.173 6.616
H -3.505 4.497 4.974
H -1.939 1.034 5.154
H -1.186 2.152 6.146
H -0.371 2.441 3.561
H -0.938 3.800 4.258
H -3.089 2.619 3.565
H -2.068 0.794 2.759
H -1.175 1.715 1.608
H -2.932 0.782 0.316
H -3.558 2.401 0.599
H -6.413 0.535 1.419
H -5.257 0.427 0.047
H -5.932 1.933 0.593
C 6.192 -4.125 -4.093
O 5.344 -3.952 -2.970
C 5.212 -2.610 -2.492
C 4.104 -2.622 -1.442
N 4.505 -3.195 -0.164
C 3.367 -3.344 0.796
C 3.838 -4.212 1.992
O 3.958 -5.605 1.651
C 4.258 -6.530 2.739
H 6.221 -5.179 -4.370
H 7.187 -3.799 -3.789
H 5.862 -3.557 -4.963
H 4.957 -1.984 -3.347
H 6.145 -2.217 -2.089
H 3.154 -2.962 -1.854
H 3.908 -1.580 -1.189
H 5.044 -4.039 -0.294
H 2.546 -3.899 0.340
H 2.909 -2.426 1.164
H 3.096 -4.065 2.777
H 4.740 -3.779 2.425
H 5.280 -6.482 3.114
H 4.143 -7.494 2.245
H 3.643 -6.508 3.639
C 9.583 4.911 3.065
O 8.692 3.716 3.001
C 7.477 3.996 3.706
C 6.537 4.848 2.859
N 5.281 5.216 3.551
C 4.630 6.310 2.797
C 3.211 6.383 3.289
O 2.597 5.103 2.905
C 1.193 4.988 3.204
H 10.493 4.335 2.895
H 9.403 5.441 4.000
H 9.380 5.539 2.197
H 7.774 4.342 4.696
H 6.923 3.059 3.770
H 6.266 4.228 2.004
H 7.102 5.714 2.515
H 4.621 4.452 3.581
H 4.705 6.021 1.749
H 4.989 7.339 2.771
H 2.548 7.145 2.880
H 3.223 6.423 4.378
H 0.853 3.987 2.936
H 0.564 5.718 2.696
H 0.935 5.102 4.256
C -8.246 -7.108 1.384
O -8.424 -6.259 2.518
C -9.463 -5.248 2.305
C -9.380 -4.134 3.414
N -8.161 -3.362 3.210
C -8.130 -2.239 4.173
C -6.808 -1.335 4.008
O -5.762 -2.090 4.621
C -4.433 -1.435 4.520
H -7.380 -7.763 1.480
H -8.050 -6.507 0.496
H -9.096 -7.719 1.082
H -10.414 -5.764 2.432
H -9.368 -4.760 1.335
H -9.414 -4.582 4.407
H -10.237 -3.463 3.381
H -7.276 -3.848 3.255
H -8.252 -2.502 5.224
H -8.959 -1.561 3.969
H -6.861 -0.433 4.618
H -6.599 -1.010 2.989
H -4.316 -0.518 5.098
H -4.309 -1.127 3.482
H -3.609 -2.127 4.698
C 3.478 2.659 5.369
O 2.891 1.378 5.708
C 2.413 0.693 4.597
C 1.429 -0.424 5.015
N 0.944 -1.194 3.847
C 0.274 -2.464 4.077
C -0.157 -3.077 2.698
O -1.027 -2.274 1.930
C -1.574 -3.075 0.834
H 4.372 2.592 4.749
H 3.775 3.230 6.249
H 2.900 3.338 4.742
H 3.347 0.374 4.134
H 1.963 1.320 3.827
H 0.542 -0.029 5.511
H 2.074 -0.985 5.691
H 0.867 -0.751 2.943
H -0.660 -2.363 4.631
H 0.955 -3.105 4.637
H -0.598 -4.063 2.846
H 0.688 -3.238 2.028
H -2.231 -2.536 0.151
H -2.053 -3.960 1.254
H -0.809 -3.437 0.148
C -3.121 -5.123 -1.654
C -4.115 -6.218 -1.254
C -3.989 -6.809 0.155
O -3.017 -7.865 0.026
C -2.921 -8.587 1.244
N -5.401 -5.535 -1.437
H -2.070 -5.396 -1.557
H -3.245 -4.251 -1.012
H -3.159 -4.746 -2.675
H -4.044 -7.059 -1.943
H -4.938 -7.200 0.521
H -3.565 -6.016 0.771
H -3.899 -8.970 1.537
H -2.481 -8.006 2.054
H -2.250 -9.444 1.177
H -6.062 -6.293 -1.534
H -5.475 -5.059 -2.325
C -5.962 0.880 -6.834
C -6.781 1.266 -5.576
C -6.026 2.299 -4.725
O -4.697 1.788 -4.408
C -4.081 2.650 -3.448
N -8.020 1.809 -6.057
H -5.857 1.741 -7.494
H -6.384 0.120 -7.492
H -4.993 0.580 -6.435
H -7.039 0.391 -4.978
H -6.587 2.446 -3.803
H -5.955 3.260 -5.236
H -3.038 2.438 -3.213
H -4.594 2.616 -2.486
H -4.126 3.708 -3.703
H -8.383 1.216 -6.790
H -8.769 1.858 -5.381
C 1.765 -1.171 -4.211
C 0.284 -1.625 -4.126
C 0.101 -2.858 -3.210
O 0.971 -3.784 -3.788
C 0.872 -5.087 -3.448
N -0.509 -0.519 -3.607
H 2.266 -1.137 -3.243
H 1.909 -0.232 -4.745
H 2.458 -1.884 -4.660
H -0.030 -1.956 -5.116
H -0.935 -3.190 -3.137
H 0.417 -2.686 -2.181
H -0.080 -5.590 -3.618
H 1.277 -5.345 -2.469
H 1.516 -5.537 -4.203
H -1.458 -0.688 -3.908
H -0.280 0.251 -4.220
C -3.850 -1.251 -2.245
C -3.658 -1.830 -3.645
C -4.961 -2.319 -4.161
O -4.807 -2.631 -5.541
C -6.013 -2.905 -6.238
N -3.096 -0.825 -4.534
H -4.666 -0.529 -2.283
H -2.946 -0.739 -1.914
H -3.939 -2.016 -1.473
H -2.890 -2.585 -3.478
H -5.667 -1.496 -4.052
H -5.414 -3.175 -3.660
H -6.423 -3.909 -6.138
H -5.745 -2.754 -7.284
H -6.712 -2.099 -6.015
H -3.267 -1.275 -5.422
H -3.622 0.038 -4.512
C -3.526 5.276 -0.543
C -2.292 4.992 0.353
C -0.962 5.463 -0.294
O -0.663 4.833 -1.539
C -0.161 3.520 -1.437
N -2.398 5.690 1.608
H -3.446 4.814 -1.527
H -3.443 6.321 -0.840
H -4.508 4.972 -0.179
H -2.270 3.914 0.512
H -0.105 5.336 0.369
H -0.942 6.538 -0.471
H 0.348 3.333 -0.492
H 0.473 3.174 -2.253
H -1.065 2.920 -1.335
H -3.380 5.643 1.840
H -2.149 4.978 2.279
C 4.661 1.348 -2.855
C 3.926 2.591 -3.288
C 3.974 3.748 -2.205
O 3.057 3.396 -1.215
C 3.166 4.249 -0.074
N 4.389 3.106 -4.554
H 5.722 1.535 -2.687
H 4.606 0.470 -3.499
H 4.424 1.010 -1.846
H 2.920 2.194 -3.428
H 3.609 4.684 -2.629
H 4.965 3.941 -1.793
H 2.398 3.978 0.650
H 2.901 5.299 -0.200
H 4.058 4.100 0.536
H 4.349 2.310 -5.174
H 5.372 3.338 -4.525
*
```

Here are the Mulliken charges for atoms 1 to 2, given in e:
1. C 1.04
2. O 0.03